Record 1
Here is a cluster of 2 separate species, C12H24F3NO4P in total from OMol25. Energies are from ωB97M-V/def2-TZVPD.

```
! wB97M-V def2-TZVPD RIJCOSX def2/J DEFGRID3
* xyz -1 1
C 2.61 -1.91 2.27
C 2.06 -0.56 2.70
F 3.00 -0.02 3.63
P 1.72 0.79 1.38
C 0.86 -0.41 0.17
C -0.59 -0.78 0.39
N -0.84 -1.50 1.66
C 3.45 0.67 0.57
C 3.73 0.01 -0.76
F 3.11 0.67 -1.83
O 1.28 2.15 0.33
C 0.51 3.08 1.02
C -0.47 2.29 1.90
F -0.76 3.08 3.06
O 0.09 1.12 2.23
H 3.31 -2.26 3.03
H 3.14 -1.87 1.32
H 1.80 -2.63 2.17
H 1.14 -0.70 3.27
H 2.29 1.75 2.28
H 1.44 -1.34 0.08
H 0.93 0.08 -0.80
H -0.96 -1.40 -0.43
H -1.18 0.14 0.36
H -1.51 -2.24 1.53
H -1.17 -0.88 2.37
H 4.10 0.19 1.30
H 3.76 1.71 0.49
H 4.80 0.02 -0.99
H 3.39 -1.03 -0.80
H 1.10 3.73 1.68
H -0.03 3.71 0.30
H -1.46 2.16 1.44
O -1.69 -2.22 -3.63
C -2.56 -1.46 -3.32
O -2.34 -0.36 -2.56
C -3.58 0.30 -2.27
C -4.54 -0.14 -3.36
C -4.03 -1.54 -3.67
H -3.91 -0.02 -1.27
H -3.38 1.37 -2.24
H -5.58 -0.10 -3.04
H -4.43 0.50 -4.24
H -4.48 -2.30 -3.02
H -4.15 -1.87 -4.70
*
```

Summary:
Frontier orbital gap = 0.2536 Eh
Lowest unoccupied orbital energy = 2.51 eV

Record 2
Here is a structure of composition C8Cs2F24KN4O16S8 at a distorted geometry from OMol25. Energies are from ωB97M-V/def2-TZVPD.

```
! wB97M-V def2-TZVPD RIJCOSX def2/J DEFGRID3
* xyz -1 1
K -11.62 5.02 11.98
Cs -14.48 4.21 7.54
Cs -17.86 2.78 14.74
C -12.17 -5.12 15.20
F -12.45 -6.16 15.99
F -10.95 -5.22 14.71
F -13.08 -5.12 14.23
S -12.32 -3.51 16.23
O -12.06 -4.05 17.55
O -11.36 -2.54 15.76
N -13.93 -3.09 16.15
S -14.00 -1.95 15.08
O -13.54 -0.63 15.47
O -13.60 -2.40 13.77
C -15.87 -1.74 14.94
F -16.42 -1.48 16.15
F -16.04 -0.64 14.18
F -16.49 -2.75 14.35
C -15.12 6.47 11.71
F -16.01 7.20 11.06
F -13.90 6.68 11.18
F -15.11 6.85 12.99
S -15.56 4.67 11.56
O -16.68 4.40 12.43
O -15.84 4.53 10.16
N -14.11 3.95 11.95
S -14.52 2.40 12.17
O -15.34 2.24 13.35
O -14.99 1.79 10.97
C -12.88 1.56 12.49
F -12.36 1.91 13.66
F -13.09 0.27 12.42
F -12.04 1.91 11.48
C -14.34 2.72 3.66
F -14.40 2.13 2.47
F -14.36 4.04 3.45
F -15.41 2.35 4.37
S -12.72 2.27 4.55
O -12.04 1.31 3.73
O -12.01 3.52 4.69
N -13.24 1.76 6.01
S -12.20 0.60 6.48
O -12.71 -0.72 6.22
O -10.79 0.86 6.27
C -12.41 0.84 8.35
F -12.12 2.14 8.63
F -13.66 0.58 8.68
F -11.60 0.05 9.03
C -17.30 -4.58 8.71
F -16.86 -5.22 7.62
F -18.59 -4.93 8.88
F -16.61 -4.97 9.78
S -17.09 -2.74 8.43
O -15.66 -2.61 8.47
O -17.78 -2.48 7.19
N -17.87 -2.12 9.76
S -17.13 -0.80 10.14
O -15.85 -0.96 10.79
O -17.16 0.24 9.12
C -18.31 -0.08 11.42
F -19.51 0.17 10.90
F -18.51 -0.95 12.42
F -17.84 1.06 11.95
*
```

Summary:
Frontier orbital gap = 0.2077 Eh
Lowest unoccupied orbital energy = -0.62 eV

Record 3
Here is an isolated molecule of C4H9N3S at a distorted geometry from OMol25. Energies are from ωB97M-V/def2-TZVPD.

```
! wB97M-V def2-TZVPD RIJCOSX def2/J DEFGRID3
* xyz 0 1
C 0.43 0.34 0.80
C 0.48 -1.15 0.55
C 0.59 -1.33 -1.00
C -0.42 0.81 -0.41
H 0.63 0.50 2.85
H -0.21 1.70 2.17
H 1.40 0.76 0.62
H 1.39 -1.50 1.05
H -0.43 -1.74 0.88
H 1.71 -1.41 -1.26
H 0.12 -2.26 -1.40
H -2.16 0.23 -2.43
H -1.20 2.44 0.25
N -0.17 0.69 2.11
N -0.15 -0.13 -1.41
N -1.17 1.80 -0.49
S -0.84 0.23 -2.88
*
```

Summary:
SMILES = [H]/N=C1\[C@@H](N)CCN1S
Relative energy (zero: lowest compared OMol25 entry of this formula, charge and spin) = 131.8 kJ/mol
Frontier orbital gap = 0.3434 Eh
Lowest unoccupied orbital energy = 0.78 eV

Record 4
Here is a cluster of 4 separate species, C4H11N3O in total at a distorted geometry from OMol25. Energies are from ωB97M-V/def2-TZVPD.

```
! wB97M-V def2-TZVPD RIJCOSX def2/J DEFGRID3
* xyz 0 1
C -2.21 1.12 -0.89
C -0.39 -1.98 0.07
N 0.13 -0.74 0.60
O -2.18 0.45 0.14
H -0.46 -0.24 1.24
H -0.49 1.18 -1.95
H -2.06 2.21 -0.85
H -2.67 0.72 -1.81
H -0.64 -1.89 -0.99
H -1.27 -2.26 0.65
H 0.36 -2.77 0.18
C 1.18 -0.06 -0.03
C 1.60 1.39 1.80
N 1.54 1.17 0.57
N 2.08 -0.63 -0.75
H 1.92 -1.62 -0.92
H 0.31 0.92 -1.76
H 1.44 0.64 2.58
H 1.81 2.40 2.12
*
```

Summary:
Relative energy (zero: lowest compared OMol25 entry of this formula, charge and spin) = 446.6 kJ/mol
Frontier orbital gap = 0.3355 Eh
Lowest unoccupied orbital energy = 0.44 eV

Record 5
Here is an isolated molecule of C10H18N4O at a distorted geometry from OMol25. Energies are from ωB97M-V/def2-TZVPD.

```
! wB97M-V def2-TZVPD RIJCOSX def2/J DEFGRID3
* xyz 0 1
C 1.16 -1.59 -2.17
C 1.08 -0.27 -1.95
C -0.14 -2.24 -1.95
C -2.45 0.12 -0.49
C -2.27 -1.33 -0.98
C -1.04 0.72 -0.59
C 1.55 1.38 3.16
C -0.22 0.50 0.69
C 0.04 1.17 3.13
C -0.59 1.50 1.78
N -0.53 0.04 -1.77
N -1.06 -1.25 -1.77
N 2.27 -2.36 -2.52
N 1.97 0.77 -2.02
O -0.38 -3.44 -1.93
H -3.13 0.65 -1.15
H -2.84 0.16 0.53
H -2.13 -2.04 -0.16
H -3.11 -1.66 -1.60
H -1.08 1.79 -0.81
H 2.05 0.70 2.47
H 1.94 1.20 4.16
H 1.81 2.40 2.87
H -0.38 -0.52 1.05
H 0.84 0.60 0.45
H -0.41 1.82 3.89
H -0.19 0.14 3.40
H -1.68 1.51 1.91
H -0.29 2.50 1.47
H 3.13 -2.10 -2.07
H 2.05 -3.35 -2.41
H 2.42 0.86 -2.92
H 1.59 1.65 -1.70
*
```

Summary:
SMILES = CCCC[C@@H]1CCn2c(=O)c(N)c(N)n21
Relative energy (zero: lowest compared OMol25 entry of this formula, charge and spin) = 0.0 kJ/mol
Frontier orbital gap = 0.3090 Eh
Lowest unoccupied orbital energy = 0.74 eV

Record 6
Here is an isolated molecule of C4H4O from OMol25. Energies are from ωB97M-V/def2-TZVPD.

```
! wB97M-V def2-TZVPD RIJCOSX def2/J DEFGRID3
* xyz 0 1
O -0.39 -1.64 0.30
C 1.61 0.18 -0.20
C 0.45 0.74 -0.37
C -0.83 0.68 -0.08
C -1.19 -0.74 0.24
H 2.23 -0.39 -0.89
H 1.99 0.47 0.77
H -1.55 1.49 -0.11
H -2.27 -0.94 0.37
*
```

Summary:
SMILES = C=C=CC=O
Relative energy (zero: lowest compared OMol25 entry of this formula, charge and spin) = 185.9 kJ/mol
Frontier orbital gap = 0.3843 Eh
Lowest unoccupied orbital energy = 0.50 eV

Record 7
Here is a cluster of 12 separate species, C32H88O16 in total at a distorted geometry from OMol25. Energies are from ωB97M-V/def2-TZVPD.

```
! wB97M-V def2-TZVPD RIJCOSX def2/J DEFGRID3
* xyz 0 1
C 9.12 -1.06 -4.22
C 9.34 -0.23 -2.94
C 8.01 0.13 -2.15
O 10.02 -1.13 -2.11
H 10.02 -1.34 -4.78
H 8.57 -0.41 -4.91
H 8.47 -1.92 -4.10
H 9.86 0.72 -3.02
H 7.57 -0.81 -1.82
H 7.26 0.64 -2.76
H 8.18 0.86 -1.37
H 10.97 -0.99 -2.13
C -3.30 2.85 7.31
C -1.84 2.53 7.48
C -1.10 3.74 8.10
O -1.74 1.35 8.19
H -3.66 2.36 6.40
H -3.53 3.91 7.30
H -3.89 2.49 8.15
H -1.42 2.31 6.50
H -0.21 3.39 8.62
H -1.70 4.14 8.92
H -0.78 4.49 7.38
H -2.38 1.42 8.91
C -9.45 -1.56 -1.39
C -8.77 -0.54 -0.39
C -7.27 -0.71 -0.32
O -9.09 0.83 -0.72
H -8.75 -1.66 -2.22
H -10.38 -1.19 -1.81
H -9.62 -2.57 -1.02
H -9.33 -0.81 0.51
H -6.90 0.11 0.31
H -6.75 -0.63 -1.28
H -6.89 -1.63 0.13
H -9.55 0.91 -1.56
C 5.10 6.57 3.04
C 4.77 7.64 2.05
C 5.26 9.00 2.53
O 5.44 7.49 0.72
H 6.17 6.59 3.23
H 4.84 5.65 2.52
H 4.60 6.66 4.01
H 3.71 7.68 1.81
H 5.73 9.64 1.79
H 6.12 8.90 3.19
H 4.56 9.61 3.11
H 4.97 6.91 0.11
C -4.50 -2.88 5.76
C -3.17 -3.65 5.80
C -3.04 -4.69 4.64
O -2.20 -2.71 5.52
H -4.79 -2.27 6.61
H -5.35 -3.44 5.37
H -4.53 -2.14 4.96
H -3.10 -4.12 6.77
H -2.97 -3.95 3.84
H -3.95 -5.27 4.51
H -2.22 -5.39 4.68
H -2.24 -1.95 6.12
C -2.80 0.82 -6.23
C -1.88 -0.19 -6.96
C -1.08 0.38 -8.15
O -1.08 -0.87 -6.00
H -3.14 0.30 -5.34
H -3.66 0.92 -6.90
H -2.29 1.77 -6.06
H -2.42 -1.02 -7.42
H -1.50 1.21 -8.72
H -1.02 -0.48 -8.82
H -0.03 0.60 -7.96
H -1.06 -0.41 -5.16
C -2.89 6.67 2.69
C -2.28 5.66 1.72
C -3.09 5.38 0.52
O -1.05 6.17 1.12
H -3.86 6.42 3.12
H -3.26 7.57 2.19
H -2.21 7.06 3.45
H -2.20 4.69 2.21
H -4.16 5.27 0.64
H -2.73 4.51 -0.03
H -2.98 6.17 -0.24
H -1.26 6.98 0.65
C -4.49 -6.61 -1.91
C -3.83 -6.22 -3.35
C -4.10 -4.73 -3.62
O -2.43 -6.54 -3.22
H -4.41 -7.68 -1.67
H -5.48 -6.18 -1.78
H -3.91 -6.02 -1.20
H -4.38 -6.78 -4.10
H -3.67 -4.61 -4.61
H -3.59 -4.08 -2.92
H -5.11 -4.33 -3.74
H -1.92 -6.00 -3.83
C 1.30 0.15 1.12
C 0.16 -0.46 0.28
O 0.30 0.16 -0.99
O 2.60 -0.12 0.50
H 1.34 -0.26 2.13
H 1.31 1.22 1.30
H -0.86 -0.29 0.61
H 0.27 -1.52 0.06
H 1.18 0.38 -1.29
H 2.98 -0.95 0.82
C 2.49 4.71 -4.94
C 1.89 5.37 -6.18
O 2.84 6.21 -6.66
O 2.66 5.56 -3.76
H 3.44 4.28 -5.26
H 1.87 3.85 -4.69
H 1.08 6.04 -5.88
H 1.62 4.63 -6.94
H 3.34 6.51 -5.90
H 1.91 5.40 -3.19
C 3.27 -4.77 4.01
C 3.60 -6.22 4.36
O 3.86 -6.84 3.07
O 4.45 -4.20 3.46
H 2.79 -4.34 4.89
H 2.45 -4.75 3.30
H 2.78 -6.77 4.83
H 4.44 -6.38 5.03
H 4.09 -6.02 2.62
H 5.11 -4.01 4.13
C 3.69 -6.54 -2.71
C 3.56 -7.99 -3.21
O 2.59 -7.91 -4.20
O 2.56 -6.11 -1.93
H 3.76 -5.87 -3.57
H 4.63 -6.34 -2.17
H 3.21 -8.65 -2.41
H 4.51 -8.34 -3.60
H 1.75 -7.72 -3.76
H 2.17 -6.86 -1.48
*
```

Summary:
SMILES = CC(C)O.CC(C)O.CC(C)O.CC(C)O.CC(C)O.CC(C)O.CC(C)O.CC(C)O.OCCO.OCCO.OCCO.OCCO
Relative energy (zero: lowest compared OMol25 entry of this formula, charge and spin) = 639.8 kJ/mol
Frontier orbital gap = 0.3676 Eh
Lowest unoccupied orbital energy = 0.08 eV

Record 8
Here is a structure of composition C30H46BrN3P2ReSe at a distorted geometry from OMol25. Energies are from ωB97M-V/def2-TZVPD.

```
! wB97M-V def2-TZVPD RIJCOSX def2/J DEFGRID3
* xyz 4 4
C 1.74 3.93 -0.41
C 0.79 3.20 -1.17
C 0.77 3.36 -2.58
C 1.73 4.18 -3.17
N 2.62 4.86 -2.44
C 2.65 4.75 -1.12
C -0.18 2.27 -0.59
C -1.43 1.79 -0.93
C -2.73 2.32 -0.74
C -3.73 1.44 -0.21
C -3.93 1.64 1.18
C -3.18 2.69 1.68
C -2.99 3.88 1.00
C -2.76 3.69 -0.38
Re -0.54 0.54 0.38
P 1.61 -0.07 -0.12
H 0.00 2.88 -3.19
H 1.76 3.90 0.67
H 1.76 4.30 -4.25
H 3.41 5.32 -0.57
H -2.46 4.47 -1.05
H -4.21 0.68 -0.81
H -2.91 4.84 1.50
H -4.63 1.03 1.75
C 2.11 -1.79 0.37
C 3.19 -2.48 -0.48
H 1.18 -2.39 0.40
H 2.45 -1.72 1.42
H 3.33 -3.50 -0.11
H 2.92 -2.55 -1.54
H 4.16 -1.97 -0.40
C 1.89 0.06 -1.97
C 3.22 0.62 -2.47
H 1.08 0.69 -2.36
H 1.73 -0.93 -2.39
H 3.19 0.66 -3.57
H 3.40 1.65 -2.13
H 4.08 0.00 -2.20
C 2.92 1.03 0.61
C 4.30 0.44 0.88
H 2.49 1.41 1.55
H 3.00 1.90 -0.05
H 4.89 1.15 1.48
H 4.27 -0.51 1.43
H 4.86 0.28 -0.04
Br -2.18 2.58 3.41
P -1.42 -1.36 -1.34
C -0.28 -2.52 -2.22
C -0.84 -3.83 -2.76
H 0.56 -2.73 -1.54
H 0.15 -1.94 -3.05
H -0.05 -4.35 -3.33
H -1.19 -4.49 -1.96
H -1.68 -3.65 -3.44
C -2.48 -2.51 -0.37
C -3.89 -2.81 -0.87
H -2.50 -2.07 0.64
H -1.89 -3.44 -0.29
H -4.36 -3.51 -0.15
H -4.51 -1.91 -0.95
H -3.88 -3.32 -1.84
C -2.36 -0.65 -2.75
C -2.83 -1.52 -3.92
H -1.68 0.13 -3.13
H -3.20 -0.09 -2.32
H -3.49 -0.90 -4.55
H -2.01 -1.86 -4.57
H -3.39 -2.40 -3.59
C 1.72 0.91 3.91
N 0.96 -0.26 4.29
C 1.37 -1.10 5.32
C 0.37 -1.98 5.56
N -0.65 -1.69 4.66
C -1.96 -2.30 4.64
C -0.27 -0.68 3.83
Se -1.44 -0.14 2.40
H 1.10 1.56 3.28
H 2.64 0.60 3.40
H 2.04 1.45 4.80
H 2.33 -0.98 5.80
H 0.31 -2.81 6.25
H -1.88 -3.39 4.70
H -2.57 -1.95 5.48
H -2.45 -2.02 3.69
*
```

Summary:
Relative energy (zero: lowest compared OMol25 entry of this formula, charge and spin) = 0.0 kJ/mol
Frontier orbital gap (spin up / spin down) = 0.1912 / 0.1464 Eh
Lowest unoccupied orbital energy (spin up / spin down) = -13.04 / -15.02 eV

Record 9
Here is a cluster of 5 separate species, C4H16O4 in total at a distorted geometry from OMol25. Energies are from ωB97M-V/def2-TZVPD.

```
! wB97M-V def2-TZVPD RIJCOSX def2/J DEFGRID3
* xyz 0 1
C 0.50 1.69 -1.52
C 0.39 0.37 -1.46
C 1.47 -0.57 -1.91
C -0.60 2.60 -1.03
H 1.32 2.24 -1.93
H -0.43 -0.13 -0.95
H 1.84 -1.19 -1.10
H 0.98 -1.36 -2.51
H 2.23 -0.22 -2.59
H -1.18 2.69 -1.97
H -0.36 3.61 -0.75
H -1.24 2.22 -0.22
H -0.01 -2.38 0.91
H -1.24 -1.56 0.47
O -0.96 -2.48 0.65
H 1.14 0.92 0.82
H -0.35 0.89 1.32
O 0.57 0.76 1.59
H 1.81 -2.03 2.30
H 0.76 -1.08 1.70
O 1.46 -1.73 1.46
H -3.04 -0.13 0.40
H -2.73 -0.47 1.83
O -2.39 0.02 1.09
*
```

Summary:
SMILES = C/C=C/C.O.O.O.O
Relative energy (zero: lowest compared OMol25 entry of this formula, charge and spin) = 96.0 kJ/mol
Frontier orbital gap = 0.3540 Eh
Lowest unoccupied orbital energy = 0.41 eV

Record 10
Here is a structure of composition C22H33KN4O at a distorted geometry from OMol25. Energies are from ωB97M-V/def2-TZVPD.

```
! wB97M-V def2-TZVPD RIJCOSX def2/J DEFGRID3
* xyz 0 1
K -0.87 -2.24 1.63
C -2.35 0.66 2.65
C -1.16 1.53 3.08
C -0.03 0.68 3.65
C -0.67 2.61 2.16
C -0.88 3.93 2.60
C -0.26 4.98 1.97
C 0.34 4.79 0.74
C 0.27 3.56 0.12
C 0.73 3.41 -1.35
C 1.56 4.61 -1.78
C -0.38 3.09 -2.36
C -0.04 2.37 0.92
N -0.02 1.09 0.37
C 0.99 0.28 0.49
C 1.02 -1.00 -0.14
C -0.06 -1.58 -0.83
C 0.38 -2.81 -1.24
C 1.75 -2.90 -0.91
N 2.15 -1.81 -0.22
C 2.74 -3.97 -1.28
C 3.43 -4.63 -0.06
C 3.81 -3.29 -2.19
C 1.91 -4.98 -2.12
H -2.48 -0.25 3.18
H -2.27 0.48 1.54
H -3.26 1.26 2.80
H -1.59 2.10 3.93
H 0.54 0.21 2.83
H -0.41 -0.06 4.38
H 0.65 1.34 4.20
H -1.45 4.04 3.52
H -0.31 5.94 2.46
H 0.72 5.64 0.17
H 1.38 2.54 -1.33
H 0.97 5.51 -1.93
H 2.08 4.48 -2.75
H 2.29 4.86 -1.00
H -1.10 3.92 -2.27
H -0.93 2.16 -2.13
H -0.01 3.02 -3.37
H 1.96 0.44 1.01
H -1.09 -1.19 -0.88
H -0.22 -3.57 -1.74
H 3.56 -3.93 0.77
H 4.40 -5.09 -0.30
H 2.84 -5.46 0.34
H 4.38 -2.53 -1.66
H 3.29 -2.88 -3.06
H 4.48 -4.05 -2.59
H 1.10 -5.49 -1.60
H 2.62 -5.71 -2.55
H 1.53 -4.43 -3.04
N -4.30 -0.63 -1.34
C -4.35 -1.65 -0.42
N -5.54 -2.25 -0.19
O -3.26 -1.96 0.15
H -5.13 -0.14 -1.66
H -3.46 -0.08 -1.27
H -6.45 -1.96 -0.50
H -5.52 -3.01 0.44
*
```

Summary:
Relative energy (zero: lowest compared OMol25 entry of this formula, charge and spin) = 0.0 kJ/mol
Frontier orbital gap = 0.2299 Eh
Lowest unoccupied orbital energy = -0.39 eV

In Ha, the energy values for the records above are, in order, -1468.33522; -7950.26701; -720.22314; -398.38406; -686.08129; -229.95713; -2475.54294; -7069.68287; -462.92541; -1752.32289.
In g mol⁻¹, the molecular weight values for the records above are, in order, 334.3; 1425.5; 131.2; 117.2; 210.3; 68.1; 729.0; 855.7; 128.2; 408.6.